1.
The following is a quantum chemistry calculation of a structure of composition C2H2N3O at a distorted geometry, from the OMol25 dataset.

LUMO energy (alpha / beta)	-0.311 / -0.308	hartree
HOMO level (alpha / beta)	-16.2 / -15.8	eV
total charge	+1

Each line ends with the natural charge from an NBO analysis.
Positions of all 8 atoms, in Å:
C: 0.5890 -0.2343 -0.2434  -0.224
C: 1.2737 0.8958 -0.5427  0.832
N: 0.3690 -0.7404 1.1069  -0.163
N: -0.8607 -0.6685 1.1608  0.161
N: -1.3361 -0.2088 0.1206  -0.253
O: 1.7429 1.9072 -0.6875  -0.180
H: 0.4606 -1.1921 -0.8416  0.369
H: -2.2384 0.2411 -0.0732  0.458

***

2.
The following is a quantum chemistry calculation of the ion C2H2N3O5 with charge -1 at a distorted geometry, from the OMol25 dataset.

SMILES string	NN(C(=O)[O-])C(=O)[N+](=O)[O-]
LUMO energy (alpha / beta)	0.102 / 0.102	hartree
HOMO level (alpha / beta)	-4.1 / -4.1	eV
total charge	-1

Each line ends with the natural charge from an NBO analysis.
Positions of all 12 atoms, in Å:
N: 0.2759 1.2548 0.5596  -0.666
N: -0.3816 0.0521 0.3180  -0.374
C: -1.9587 0.1346 0.8446  0.925
O: -2.0045 1.2168 1.4084  -0.734
O: -2.6982 -0.6702 0.3697  -0.661
C: 0.2411 -0.9393 -0.5547  0.640
O: -0.2520 -2.0326 -0.6486  -0.573
N: 1.5486 -0.6303 -1.2211  0.464
O: 2.3174 0.2304 -0.7538  -0.416
O: 1.7226 -1.2684 -2.2347  -0.342
H: 1.2498 0.9994 0.5611  0.359
H: -0.0604 1.6525 1.3517  0.378

***

3.
The following is a quantum chemistry calculation of an isolated molecule of C2H2N3OP at a distorted geometry, from the OMol25 dataset.

SMILES string	N#CP(C#N)NO
LUMO energy	-0.033	hartree
HOMO level	-10.7	eV

Each line ends with the natural charge from an NBO analysis.
Positions of all 9 atoms, in Å:
N: -1.1354 -3.0544 0.0518  -0.224
C: -1.5049 -1.9945 -0.2404  -0.109
P: -2.3479 -0.4842 -0.7118  1.014
C: -2.9614 -0.3241 0.9905  -0.117
N: -3.6359 -0.2744 1.9414  -0.242
N: -1.0722 0.7326 -0.9823  -0.660
O: 0.2442 1.2404 -0.4460  -0.511
H: -1.7296 1.5265 -1.0959  0.373
H: 0.7510 0.5180 -0.8318  0.476

***

4.
The following is a quantum chemistry calculation of the ion C2H2N3OS with charge -1 at a distorted geometry, from the OMol25 dataset.

SMILES string	O=c1[nH]cnn1[S-]
LUMO energy	0.136	hartree
HOMO level	-2.4	eV
total charge	-1

Each line ends with the natural charge from an NBO analysis.
Positions of all 9 atoms, in Å:
O: 0.8505 2.0191 0.0000  -0.691
C: 0.4435 0.8686 0.0000  0.695
N: -0.9080 0.5053 0.0000  -0.620
C: -0.9574 -0.8626 0.0000  0.106
N: 0.2338 -1.3672 0.0000  -0.265
N: 1.1008 -0.3261 0.0000  -0.369
S: 2.7726 -0.5597 0.0000  -0.437
H: -1.6716 1.1571 0.0000  0.404
H: -1.8642 -1.4343 0.0000  0.178